1.
Molecular formula: C3H2O4
Method: DFT, the ωB97M-V functional and the def2-TZVPD basis

```
! wB97M-V def2-TZVPD RIJCOSX def2/J DEFGRID3
* xyz 0 1
C 0.12364 -0.29170 0.18782
C -0.86353 1.97413 -0.97771
C 0.70068 -1.64452 0.62563
O -0.09926 0.57359 1.11946
O -0.08435 -0.05794 -1.00412
O -1.08228 2.25980 -2.05171
O 0.92036 -1.93331 1.76332
H -0.47960 1.44592 0.56596
H 0.86434 -2.32596 -0.22865
*
```

As for the HOMO-LUMO gap: 9.84 eV. As for the strongest force on any atom: 0.0536 hartree/bohr. As for the HOMO energy: -10.36 eV. Its energy relative to the best compared isomer or geometry (same formula, charge and spin) is 27.27 kcal/mol. For the molar mass, the calculation gives 102.0 g mol⁻¹.

2.
Molecular formula: C3H2O4
Method: DFT, the ωB97M-V functional and the def2-TZVPD basis

```
! wB97M-V def2-TZVPD RIJCOSX def2/J DEFGRID3
* xyz 0 1
C -0.55407 0.11011 -1.01521
C 0.93784 0.77258 0.14635
C -0.29106 0.02382 0.47799
O -1.12822 -0.36911 -1.96341
O 1.96679 0.98887 0.71080
O 0.46623 1.07063 -1.14693
O -0.20202 -1.20173 1.22894
H -1.28858 0.52013 0.91684
H 0.09308 -1.91530 0.64462
*
```

As for the HOMO-LUMO gap: 11.15 eV. As for the strongest force on any atom: 0.0993 hartree/bohr. As for the HOMO energy: -11.19 eV. Its energy relative to the best compared isomer or geometry (same formula, charge and spin) is 28.86 kcal/mol. For the molar mass, the calculation gives 102.0 g mol⁻¹.

3.
Molecular formula: C3H2O5
Method: DFT, the ωB97M-V functional and the def2-TZVPD basis

```
! wB97M-V def2-TZVPD RIJCOSX def2/J DEFGRID3
* xyz 0 1
C -0.44679 1.03924 0.62349
C 0.82998 -0.51424 1.38440
C -0.14794 -0.20494 -0.32729
O -0.96284 2.06052 0.30580
O 1.58016 -1.31636 1.77000
O 0.23401 0.69403 1.74158
O 0.73503 0.26712 -1.22036
O -1.01143 -1.08771 -0.79697
H 0.70391 -0.19179 -2.03452
H -1.51409 -0.74589 -1.44613
*
```

As for the HOMO-LUMO gap: 9.34 eV. As for the strongest force on any atom: 0.1215 hartree/bohr. As for the HOMO energy: -9.08 eV. Its energy relative to the best compared isomer or geometry (same formula, charge and spin) is 61.12 kcal/mol. For the molar mass, the calculation gives 118.0 g mol⁻¹.

4.
Molecular formula: C3H2OS
Method: DFT, the ωB97M-V functional and the def2-TZVPD basis

```
! wB97M-V def2-TZVPD RIJCOSX def2/J DEFGRID3
* xyz 0 1
C -1.48240 -0.96648 -1.03405
C -0.66163 -0.86943 -0.03253
C 0.39711 -0.08466 0.73056
O 0.63190 -0.28103 1.92036
S 1.47755 1.03694 -0.34796
H -2.01893 -1.01901 -2.08348
H 1.65640 2.18367 0.84710
*
```

As for the HOMO-LUMO gap: 9.45 eV. As for the strongest force on any atom: 0.1304 hartree/bohr. As for the HOMO energy: -10.01 eV. Its energy relative to the best compared isomer or geometry (same formula, charge and spin) is 61.04 kcal/mol. For the molar mass, the calculation gives 86.1 g mol⁻¹. The SMILES is C#CC(=O)S.